Record 1
{"formula": "C21H23AlB2Cl2F7KN3O8S", "method": "ωB97M-V/def2-TZVPD", "symbols": ["O", "C", "O", "C", "C", "C", "C", "C", "C", "S", "C", "C", "C", "C", "C", "C", "N", "H", "H", "H", "H", "H", "H", "H", "H", "C", "C", "O", "N", "C", "H", "H", "H", "H", "H", "H", "H", "H", "B", "F", "F", "F", "F", "Al", "Cl", "C", "C", "O", "N", "C", "H", "H", "H", "H", "H", "H", "H", "B", "O", "C", "O", "C", "O", "O", "F", "F", "Cl", "K", "F"], "coordinates": [[7.15, 2.33, 1.55], [6.53, 2.26, 0.49], [7.02, 1.62, -0.55], [5.11, 2.88, 0.27], [4.58, 4.05, 0.97], [3.22, 4.59, 0.77], [2.33, 3.90, -0.20], [2.87, 2.71, -0.90], [4.23, 2.19, -0.70], [1.68, 1.90, -2.04], [0.14, 1.99, -1.05], [-0.81, 0.86, -0.98], [-2.01, 0.99, -0.13], [-2.21, 2.30, 0.64], [-1.21, 3.47, 0.55], [-0.02, 3.30, -0.31], [0.97, 4.36, -0.45], [5.26, 4.53, 1.72], [2.85, 5.49, 1.32], [4.54, 1.30, -1.28], [-0.60, -0.09, -1.54], [-2.70, 0.12, -0.11], [-3.11, 2.46, 1.35], [-1.37, 4.39, 1.15], [0.96, 4.72, -1.43], [-3.74, -1.04, -4.87], [-2.32, -1.51, -4.80], [-1.82, -2.06, -3.87], [-1.38, -1.18, -5.89], [-0.47, -2.30, -6.28], [-4.37, -1.71, -4.29], [-3.79, -0.02, -4.46], [-4.09, -1.03, -5.90], [-1.86, -0.75, -6.68], [-0.76, -0.47, -5.46], [-1.07, -3.16, -6.58], [0.18, -2.54, -5.44], [0.13, -1.96, -7.12], [1.69, 5.11, 3.86], [0.98, 5.24, 5.11], [3.08, 5.10, 4.07], [1.30, 3.92, 3.21], [1.35, 6.23, 3.03], [0.43, 6.71, 0.04], [2.61, 5.20, 6.66], [-3.98, -4.00, 1.45], [-3.53, -3.27, 0.22], [-4.18, -2.35, -0.28], [-2.36, -3.66, -0.35], [-1.48, -4.72, 0.09], [-4.93, -3.58, 1.78], [-4.13, -5.06, 1.22], [-3.24, -3.89, 2.25], [-2.11, -3.13, -1.17], [-0.50, -4.28, 0.31], [-1.37, -5.45, -0.71], [-1.85, -5.22, 0.98], [1.15, -4.82, 5.15], [0.58, -5.99, 4.44], [-0.29, -5.53, 3.56], [-0.94, -6.22, 2.81], [-0.33, -4.05, 3.63], [-1.03, -3.33, 2.94], [0.51, -3.63, 4.55], [2.56, -4.77, 4.94], [0.87, -4.89, 6.53], [4.42, 5.33, -1.35], [-3.57, 2.82, -1.45], [-1.76, -2.70, 5.02]], "charge": -1, "homo_ev": -3.886, "lumo_energy_ev": -2.41, "max_force_ha_per_bohr": 0.08052}



Record 2
{"formula": "C3H7BrCu2NO", "method": "ωB97M-V/def2-TZVPD", "symbols": ["Cu", "Cu", "Br", "C", "O", "N", "C", "C", "H", "H", "H", "H", "H", "H", "H"], "coordinates": [[-1.40, -0.84, 3.98], [-1.27, -3.64, 2.10], [-3.00, -1.74, 1.99], [1.21, 0.05, 0.58], [2.41, 0.02, 0.69], [0.55, 0.65, -0.45], [-0.89, 0.52, -0.57], [1.24, 0.94, -1.68], [0.48, -0.33, 1.32], [-1.06, -0.19, -1.39], [-1.34, 1.49, -0.79], [-1.37, 0.03, 0.28], [2.31, 0.89, -1.51], [1.08, 0.22, -2.48], [1.05, 1.94, -2.07]], "charge": 1, "e_above_lowest_ev": 0.989, "homo_ev": -12.092, "lumo_energy_ev": -6.30, "max_force_ha_per_bohr": 0.04711}